[1]
{
  "formula": "C7H6ClNO3S2",
  "method": "wB97M-V/def2-TZVPD",
  "max_force_ev_per_a": 5.364,
  "orbital_gap_ev": 9.4,
  "charge": 0,
  "smiles": "O=S1(=O)C=CON[C@@H]1c1ccc(Cl)s1",
  "relative_energy_ev": 2.297,
  "e_lumo_ev": 0.48,
  "elements": ["O", "S", "O", "C", "C", "O", "N", "C", "C", "C", "C", "C", "Cl", "S", "H", "H", "H", "H", "H", "H"],
  "xyz": [[-1.909, 0.621, 1.824], [-1.171, 1.016, 0.660], [-1.760, 0.664, -0.582], [-0.841, 2.803, 0.730], [0.442, 3.179, 0.747], [1.517, 2.448, 0.418], [1.292, 1.056, -0.118], [0.487, 0.350, 0.754], [0.394, -1.219, -0.052], [0.525, -1.527, -1.382], [0.051, -2.807, -1.608], [-0.404, -3.464, -0.494], [-0.951, -5.089, -0.603], [-0.227, -2.450, 0.991], [-1.678, 3.305, 1.108], [0.802, 4.210, 0.780], [2.110, 0.639, -0.372], [0.767, 0.180, 1.759], [0.749, -0.737, -2.001], [-0.196, -3.179, -2.560]]
}


[2]
{
  "formula": "C6H14N2O2",
  "method": "wB97M-V/def2-TZVPD",
  "max_force_ev_per_a": 4.480,
  "orbital_gap_ev": 10.0,
  "charge": 0,
  "smiles": "CNC(C)=O.CNC(C)=O",
  "relative_energy_ev": 2.768,
  "e_lumo_ev": 0.67,
  "elements": ["C", "N", "C", "C", "O", "H", "H", "H", "H", "H", "H", "H", "C", "N", "C", "C", "O", "H", "H", "H", "H", "H", "H", "H"],
  "xyz": [[1.140, 3.286, 0.414], [0.389, 2.736, -0.847], [0.630, 1.308, -1.001], [-0.369, 0.736, -1.848], [1.445, 0.674, -0.317], [1.901, 2.611, 0.792], [1.345, 4.247, 0.167], [0.316, 3.264, 1.049], [0.501, 3.317, -1.756], [-1.429, 1.262, -1.683], [-0.224, 0.899, -2.921], [-0.544, -0.297, -1.549], [-0.804, -2.804, -0.884], [-0.039, -1.862, 0.008], [-0.751, -1.476, 1.132], [-0.025, -0.597, 2.093], [-1.657, -2.207, 1.447], [-1.571, -2.438, -1.502], [-0.099, -3.367, -1.487], [-1.224, -3.640, -0.238], [0.793, -1.440, -0.336], [-0.322, 0.408, 1.839], [-0.260, -0.695, 3.139], [1.135, -0.705, 1.886]]
}


[3]
{
  "formula": "C5H16N3O",
  "method": "wB97M-V/def2-TZVPD",
  "max_force_ev_per_a": 5.145,
  "orbital_gap_ev": 10.0,
  "charge": 1,
  "relative_energy_ev": 3.671,
  "e_lumo_ev": -2.90,
  "elements": ["C", "C", "C", "C", "C", "N", "N", "N", "O", "H", "H", "H", "H", "H", "H", "H", "H", "H", "H", "H", "H", "H", "H", "H", "H"],
  "xyz": [[-1.779, 2.588, -0.989], [-1.435, 1.380, -0.031], [-2.417, 1.267, 1.138], [-2.153, 0.354, 2.337], [1.076, -2.323, 0.923], [1.825, -2.070, 0.047], [0.238, -2.791, 1.775], [3.698, -1.164, -1.455], [-1.308, -0.534, 2.448], [-2.790, 2.677, -1.227], [-1.631, 3.497, -0.321], [-1.091, 2.652, -1.874], [-1.307, 0.426, -0.529], [-0.439, 1.655, 0.437], [-2.782, 2.223, 1.461], [-3.490, 0.946, 0.835], [-2.843, 0.586, 3.164], [0.288, 6.074, 0.713], [0.433, 6.494, 0.078], [2.961, -1.687, -0.672], [-0.569, -3.307, 1.554], [0.135, -2.257, 2.587], [4.439, -0.561, -1.101], [2.964, -0.864, -1.972], [4.199, -1.934, -1.908]]
}


[4]
{
  "formula": "CErF4NO2S2",
  "method": "wB97M-V/def2-TZVPD",
  "max_force_ev_per_a": 3.399,
  "orbital_gap_ev": [9.0, 4.8],
  "charge": 2,
  "multiplicity": 4,
  "e_lumo_ev": [-9.84, -12.13],
  "elements": ["Er", "F", "N", "S", "O", "S", "O", "C", "F", "F", "F"],
  "xyz": [[-0.002, -3.384, 0.903], [2.336, -1.298, 1.399], [0.677, 0.866, 0.433], [1.728, 0.555, 1.612], [2.781, 1.571, 1.543], [-0.801, 0.199, 0.427], [-0.686, -1.313, 0.115], [-1.393, 0.632, -1.322], [-2.692, 0.383, -1.336], [-1.139, 1.905, -1.538], [-0.809, -0.115, -2.237]]
}


[5]
{
  "formula": "C23H41LuN2OP3",
  "method": "wB97M-V/def2-TZVPD",
  "max_force_ev_per_a": 2.838,
  "orbital_gap_ev": 3.4,
  "charge": 3,
  "relative_energy_ev": 0.118,
  "e_lumo_ev": -11.06,
  "elements": ["Lu", "P", "P", "P", "H", "C", "C", "H", "C", "C", "C", "C", "C", "C", "C", "C", "C", "H", "H", "H", "H", "H", "H", "H", "H", "H", "H", "H", "H", "H", "H", "H", "H", "H", "H", "H", "H", "H", "H", "H", "H", "H", "H", "H", "H", "H", "C", "C", "C", "C", "C", "C", "O", "H", "H", "H", "H", "H", "H", "N", "C", "C", "C", "C", "C", "N", "C", "H", "H", "H", "H"],
  "xyz": [[-0.567, -0.931, 0.542], [-1.664, 1.229, -0.735], [-1.404, -2.341, -1.743], [0.712, 0.844, 2.153], [1.480, -2.111, -1.145], [1.582, -1.810, -0.095], [1.152, -2.615, 0.945], [0.636, -3.574, 0.773], [-0.499, 1.824, -2.005], [-3.217, 0.962, -1.634], [-2.018, 2.684, 0.287], [-0.786, -4.065, -1.846], [-3.203, -2.655, -1.959], [-0.963, -1.771, -3.431], [2.001, 0.129, 3.233], [-0.230, 1.861, 3.344], [1.695, 2.103, 1.274], [2.210, -0.922, 0.070], [1.452, -2.452, 1.993], [-1.019, 2.594, -2.589], [-0.195, 1.001, -2.665], [0.407, 2.256, -1.558], [-3.584, 1.946, -1.953], [-3.949, 0.494, -0.960], [-3.076, 0.308, -2.504], [-2.618, 3.372, -0.323], [-1.096, 3.174, 0.622], [-2.595, 2.380, 1.172], [-0.909, -4.452, -2.870], [-1.362, -4.694, -1.157], [0.272, -4.104, -1.556], [-3.383, -3.191, -2.903], [-3.765, -1.712, -1.950], [-3.558, -3.273, -1.125], [-1.265, -2.516, -4.184], [0.126, -1.633, -3.479], [-1.457, -0.812, -3.635], [2.646, 0.936, 3.609], [2.606, -0.596, 2.674], [1.530, -0.393, 4.076], [0.454, 2.554, 3.854], [-0.702, 1.199, 4.079], [-1.016, 2.430, 2.834], [2.313, 2.653, 1.996], [1.063, 2.809, 0.725], [2.348, 1.606, 0.548], [3.350, 3.966, -1.842], [3.959, 4.528, -2.982], [5.318, 4.269, -3.188], [6.054, 3.502, -2.278], [5.453, 3.080, -1.092], [4.121, 3.395, -0.830], [1.991, 3.802, -1.678], [1.478, 4.151, -2.429], [3.378, 5.125, -3.685], [5.818, 4.655, -4.073], [7.093, 3.245, -2.484], [6.005, 2.495, -0.358], [3.637, 3.136, 0.109], [-4.500, -6.218, 1.711], [-3.944, -5.259, 2.092], [-3.261, -4.071, 2.574], [-3.359, -3.666, 3.907], [-2.666, -2.527, 4.301], [-1.899, -1.819, 3.379], [-1.865, -2.161, 2.061], [-2.463, -3.335, 1.700], [-3.972, -4.231, 4.603], [-2.731, -2.179, 5.328], [-1.315, -0.942, 3.684], [-2.263, -3.668, 0.675]]
}


[6]
{
  "formula": "C3H8O2",
  "method": "wB97M-V/def2-TZVPD",
  "max_force_ev_per_a": 0.617,
  "orbital_gap_ev": [8.0, 7.9],
  "charge": 0,
  "relative_energy_ev": 5.256,
  "e_lumo_ev": [0.46, 0.46],
  "elements": ["C", "C", "C", "O", "O", "H", "H", "H", "H", "H", "H", "H", "H"],
  "xyz": [[-0.405, 0.979, 0.780], [1.511, -0.050, -0.009], [-0.523, -1.322, -0.690], [0.840, 1.068, 0.168], [-1.107, 2.154, 0.715], [-1.293, 2.352, -0.211], [-0.356, 0.639, 1.816], [-0.682, -0.190, 0.031], [1.608, -0.747, 0.814], [2.267, -0.004, -0.779], [-0.085, -2.195, -0.212], [-1.610, -1.450, -0.710], [-0.166, -1.235, -1.712]]
}